(1)
# C30H34IN5OPTl

A structure of composition C30H34IN5OPTl at a distorted geometry (ωB97M-V with the def2-TZVPD basis set, the OMol25 dataset).

```
73
Properties=species:S:1:pos:R:3:lowdin_charge:R:1
Tl 0.01073 0.04850 -0.03543 0.5871
I 0.72761 0.86194 -4.56122 0.6641
P -0.46567 -0.12010 3.72146 0.6942
O 2.46203 1.14847 -1.94782 -0.1313
N -0.44134 3.01684 0.80591 -0.1405
N 0.39598 -2.91439 -0.91464 -0.1530
N -0.13153 0.32508 2.22614 -0.3310
N 1.74032 -2.50476 0.73032 -0.1412
N -2.09784 2.31753 -0.39986 -0.1467
C -2.97682 1.47582 -1.17471 -0.0833
C -2.07251 -2.12968 2.80125 -0.0882
C 0.89391 -1.87536 -0.15470 -0.2927
C 0.99517 -2.00235 5.21926 -0.0971
C -0.58155 -2.78933 -1.97428 -0.0803
C 0.98562 -0.73297 4.62068 -0.3140
C 0.99486 -4.12038 -0.56922 -0.0803
C -2.51546 3.48384 0.22710 -0.0733
C 2.46219 -1.90281 1.82610 -0.0482
C 3.29291 -1.65002 5.89335 -0.1276
C 1.82886 -3.86425 0.46165 -0.0799
C 3.28730 -0.38273 5.30674 -0.1021
C -3.13282 -3.02837 2.83846 -0.1077
C -1.74732 -1.36803 3.92794 -0.2972
C -1.00286 1.22014 4.83531 -0.3518
C -3.57832 -2.39687 5.14153 -0.1180
C 1.39023 0.67723 -1.95233 -0.4977
C -0.83053 2.41688 6.94678 -0.1871
C 2.12533 0.08764 4.69595 -0.0902
C 0.74818 3.07976 1.62140 -0.0757
C -1.48115 3.91897 0.98692 -0.0739
C -0.77352 2.05321 -0.11689 -0.2565
C 0.24552 0.06620 -6.51550 -0.6681
C -0.58000 1.27603 6.17914 -0.1659
C -1.76930 2.27162 4.31473 -0.1561
C -2.50891 -1.49541 5.10060 -0.0883
C -3.89211 -3.15518 4.00597 -0.1254
C -1.98072 3.42680 5.06933 -0.1771
C -1.48908 3.50584 6.37460 -0.2143
C 2.14904 -2.45328 5.87214 -0.1164
H 0.79740 -5.05315 -1.07561 0.1014
H 0.10851 -2.64278 5.17942 0.1002
H -1.41513 4.75171 1.66902 0.1122
H 0.20542 0.97845 -7.12802 -0.0623
H -0.47717 2.45729 7.98313 0.0691
H -0.01602 0.45995 6.64553 0.0801
H -3.77336 1.05895 -0.54249 0.0850
H -3.44074 2.05909 -1.97873 0.0826
H -3.49854 3.90919 0.11458 0.1037
H -2.30272 -0.87645 5.97523 0.0888
H -1.60270 4.42383 6.94687 0.0540
H 4.21102 -2.02819 6.33988 0.0827
H -0.68745 -0.51216 -6.54464 -0.0365
H 2.29093 -0.82278 1.84357 0.0603
H 3.53214 -2.12276 1.70944 0.0866
H 1.10450 -0.52996 -6.85032 -0.0499
H 2.16010 -3.44659 6.33672 0.0889
H 1.43042 2.27718 1.33960 0.0580
H -4.18370 -2.48989 6.05193 0.0870
H -4.75216 -3.82745 4.02477 0.0831
H 0.46818 2.95502 2.67270 0.0751
H -2.50657 4.27646 4.63453 0.0674
H -1.52790 -3.28642 -1.71123 0.0766
H -0.18818 -3.25166 -2.88946 0.0845
H -3.38497 -3.61069 1.95135 0.0881
H 1.23288 4.05445 1.49914 0.0810
H -1.50367 -1.96554 1.89079 0.0559
H 4.19371 0.22910 5.30689 0.0929
H -2.16176 2.17654 3.30372 0.0761
H -2.40699 0.65066 -1.61539 0.0361
H -0.77708 -1.72672 -2.16112 0.0288
H 2.09614 1.08510 4.25442 0.1104
H 2.46064 -4.53133 1.02231 0.1021
H 2.12231 -2.32574 2.78218 0.0827
```

* Kohn-Sham gap (spin up / spin down): 2.044 / 3.098 eV
* net charge: -2
* strongest force on any atom: 4.16 eV/A

***

(2)
# C30H35AsBF2N3O2S2Si2Tl

A structure of composition C30H35AsBF2N3O2S2Si2Tl (ωB97M-V with the def2-TZVPD basis set, the OMol25 dataset).

```
79
Properties=species:S:1:pos:R:3:lowdin_charge:R:1
Tl 0.85857 -0.39026 1.53529 0.8377
As -1.04689 1.08720 -0.05174 0.7066
S 5.92505 0.66137 0.47156 1.0237
S 4.28373 0.07563 2.89408 0.9116
Si -0.35676 1.59910 -2.20293 0.1449
Si -0.25326 3.02033 0.97599 0.1291
F 2.01033 1.52308 3.58658 0.0815
F 2.19415 -0.55774 4.50547 0.1175
O 1.69026 -2.54351 0.07444 -0.1877
O -0.47844 -1.49627 3.35747 -0.1389
N -2.07057 -2.19706 1.00892 0.0693
N 3.45224 -0.06625 0.28720 -0.0074
N -0.85398 -2.10340 0.69069 -0.0468
C 5.26759 0.45265 -1.11827 -0.4766
C -5.97750 -0.84725 3.45987 -0.0596
C 0.78918 -2.89949 -0.88727 -0.2450
C 0.18406 -3.75593 -3.05114 -0.0988
C -1.51620 -2.99690 -1.53393 -0.0254
C 1.22508 2.58362 -2.49707 -0.2210
C 4.36366 0.19634 1.15337 -0.9638
C -1.15289 -3.53330 -2.76161 -0.1054
C 3.92867 0.05974 -1.00951 -0.3182
C 3.00414 -3.06937 -0.00179 -0.0664
C -4.83856 -2.11481 1.27425 -0.0334
C -1.01418 4.58884 0.25070 -0.2394
C -2.40059 -0.67257 4.41860 -0.0024
C -3.73400 -0.51004 4.45377 -0.0337
C -3.98493 -1.60069 2.27394 -0.1025
C -6.78898 -1.34034 2.46768 -0.1149
C -1.71696 -1.28484 3.28488 -0.3860
C 5.87774 0.59756 -2.36092 -0.0954
C -2.53580 -1.67288 2.16993 -0.1679
C -0.55989 -2.67711 -0.57703 -0.1919
C 1.61123 3.29361 0.95735 -0.2158
C -1.69405 2.62700 -3.04729 -0.2436
C 3.18387 -0.20640 -2.15705 -0.0365
C -6.20432 -2.00073 1.37648 -0.1016
C -4.58114 -0.98442 3.39072 -0.1820
C -0.80904 2.92943 2.77049 -0.2358
C -0.23204 0.02513 -3.23343 -0.2301
C 5.12648 0.33222 -3.49269 -0.0945
C 1.15878 -3.43571 -2.11213 -0.0368
C 3.79146 -0.07333 -3.39091 -0.0734
B 2.44879 0.25111 3.47251 -1.1988
H -1.76000 -0.34000 5.22701 0.1147
H 1.46550 2.59847 -3.56546 0.0295
H -1.18637 -0.50925 -3.22014 0.0236
H -0.82564 5.45261 0.89747 0.0224
H -7.86381 -1.22190 2.52551 0.0885
H 0.48093 -4.16922 -4.00709 0.0969
H -1.91453 -3.77031 -3.49439 0.0973
H 0.02076 0.25293 -4.27448 0.0314
H 0.51982 -0.66672 -2.84093 -0.0116
H -4.39117 -2.61291 0.42570 0.0902
H -0.53454 1.97237 3.22416 0.0035
H 5.57957 0.44216 -4.46997 0.0973
H -4.20416 -0.02787 5.30541 0.1067
H -6.83739 -2.42573 0.60627 0.0924
H -1.89737 3.01888 2.83286 0.0273
H -1.82127 3.58947 -2.54278 0.0072
H -6.40846 -0.34350 4.31901 0.1029
H 2.08223 2.16942 -1.96156 0.0060
H 1.09695 3.61861 -2.16480 0.0129
H 1.91285 4.00330 1.73387 0.0352
H -2.65746 2.11077 -3.01852 0.0209
H 2.97569 -4.15344 -0.13318 0.1032
H -1.43535 2.82118 -4.09411 0.0231
H 1.94377 3.67530 -0.01121 0.0101
H 3.48237 -2.82421 0.94316 0.0968
H -0.59939 4.80701 -0.73807 0.0051
H 3.22083 -0.27871 -4.28830 0.1058
H 2.20323 -3.58991 -2.34827 0.1066
H 3.57442 -2.61782 -0.81625 0.0817
H 2.15075 -0.51640 -2.05742 0.0841
H 6.91026 0.91444 -2.43840 0.1026
H -2.55178 -2.80273 -1.29023 0.0999
H -2.09571 4.47009 0.14133 0.0223
H 2.14754 2.35899 1.14260 -0.0116
H -0.35721 3.72134 3.37564 0.0309
```

* Kohn-Sham gap: 6.272 eV
* net charge: -1
* strongest force on any atom: 0.93 eV/A
* energy above the lowest of the compared OMol25 structures with the same formula, charge and spin: 30.9 kcal/mol

***

M in g mol⁻¹, matching the order above: 842.897, 918.048